# 1
Entry from OMol25: a structure of composition C28H35CoN5OP2 (ωB97M-V/def2-TZVPD).

Results
- HOMO (spin up / spin down): -4.432 / -5.655 eV
- Total charge: 0
- Relative energy (zero: lowest compared OMol25 entry of this formula, charge and spin): 114.4 kJ/mol
- HOMO-LUMO gap (spin up / spin down): 4.307 / 5.504 eV
- Multiplicity: 4

Cartesian coordinates (Å):
Co (1.73, -0.91, -0.27)
C (3.20, -0.04, -1.20)
C (2.23, 0.80, -1.67)
C (1.63, 0.73, -3.05)
C (1.17, -0.70, -3.49)
C (0.76, -1.55, -2.32)
C (1.68, -2.27, -1.49)
C (3.18, -2.43, -1.64)
C (3.87, -1.15, -2.01)
C (-1.06, -1.53, 2.06)
H (3.93, 0.33, -0.45)
H (2.07, 1.79, -1.25)
H (2.24, 1.14, -3.86)
H (0.71, 1.34, -3.05)
H (0.31, -0.60, -4.14)
H (1.89, -1.08, -4.21)
H (-0.14, -2.13, -2.57)
H (1.22, -3.09, -0.92)
H (3.25, -3.21, -2.38)
H (3.57, -2.77, -0.69)
H (4.93, -1.27, -1.77)
H (3.90, -1.05, -3.10)
H (-0.01, -1.37, 2.44)
H (-1.16, -2.64, 2.11)
H (-1.69, -0.89, 2.65)
P (-1.32, -0.98, 0.24)
P (-0.27, 2.10, 1.33)
N (-1.47, -2.56, -0.51)
N (-3.24, -0.68, 0.16)
N (1.32, 1.47, 1.48)
N (-0.29, 3.65, 1.84)
C (-1.04, 0.48, -0.91)
C (-0.71, 1.90, -0.36)
C (-0.61, -3.55, -0.01)
C (-0.87, -4.76, -0.63)
C (-1.89, -4.53, -1.61)
C (-2.22, -3.17, -1.55)
C (-4.08, -1.49, 0.91)
C (-5.41, -1.26, 0.56)
C (-5.40, -0.28, -0.46)
C (-4.07, 0.05, -0.69)
C (1.77, -0.04, 1.57)
C (3.19, -0.08, 1.85)
C (3.59, 1.27, 1.86)
C (2.54, 2.16, 1.54)
C (0.58, 4.72, 1.50)
C (0.24, 5.83, 2.23)
C (-0.94, 5.49, 2.97)
C (-1.31, 4.20, 2.65)
H (-1.98, 0.64, -1.50)
H (-0.25, 0.13, -1.63)
H (0.05, 2.34, -1.02)
H (-1.52, 2.63, -0.48)
H (0.07, -3.34, 0.80)
H (-0.39, -5.70, -0.39)
H (-2.32, -5.29, -2.24)
H (-2.94, -2.63, -2.16)
H (-3.67, -2.15, 1.66)
H (-6.27, -1.72, 1.02)
H (-6.24, 0.16, -0.98)
H (-3.70, 0.79, -1.39)
H (1.18, -0.56, 2.24)
H (3.87, -0.91, 2.10)
H (4.62, 1.62, 1.92)
H (2.57, 3.22, 1.30)
H (1.37, 4.64, 0.79)
H (0.70, 6.77, 2.29)
H (-1.48, 6.05, 3.69)
H (-2.16, 3.59, 2.92)
O (-0.88, 1.61, 4.98)
C (-1.03, 1.48, 3.82)
N (-1.10, 1.27, 2.59)

---

# 2
Entry from OMol25: a structure of composition C28H35F23Na2O16P (ωB97M-V/def2-TZVPD).

Results
- HOMO: -12.797 eV
- Total charge: +1
- HOMO-LUMO gap: 10.862 eV

Cartesian coordinates (Å):
Na (1.91, 2.09, -0.76)
Na (1.34, -3.76, -0.55)
O (0.51, 0.78, 0.16)
P (0.36, -0.65, 0.46)
O (1.24, -1.65, -0.17)
F (-1.06, -1.09, 0.18)
F (0.35, -0.87, 1.97)
C (-2.20, 2.20, 1.78)
C (-3.11, 3.20, 1.04)
O (-4.46, 2.68, 1.04)
C (-5.12, 2.96, 2.18)
O (-4.65, 3.49, 3.13)
C (-6.61, 2.39, 2.17)
F (-6.98, 2.05, 3.40)
F (-7.39, 3.34, 1.67)
F (-6.66, 1.36, 1.38)
H (-2.45, 1.20, 1.44)
H (-2.37, 2.21, 2.87)
H (-1.17, 2.27, 1.55)
H (-2.78, 3.26, 0.00)
H (-3.12, 4.16, 1.54)
C (-2.98, -4.23, 2.08)
C (-1.64, -4.65, 1.51)
O (-0.96, -5.72, 2.34)
C (0.35, -5.72, 2.16)
O (0.93, -4.99, 1.38)
C (1.05, -6.80, 2.96)
F (0.19, -7.53, 3.66)
F (1.56, -7.64, 1.99)
F (2.06, -6.43, 3.71)
H (-3.55, -3.60, 1.37)
H (-2.80, -3.73, 3.01)
H (-3.65, -5.09, 2.19)
H (-0.97, -3.79, 1.51)
H (-1.89, -5.02, 0.51)
C (0.44, 3.80, 4.95)
C (1.15, 3.52, 3.67)
O (0.44, 4.29, 2.61)
C (0.98, 4.15, 1.47)
O (1.91, 3.45, 1.06)
C (0.30, 5.06, 0.43)
F (1.17, 6.06, 0.18)
F (0.21, 4.37, -0.71)
F (-0.84, 5.53, 0.78)
H (-0.54, 3.28, 4.95)
H (0.37, 4.89, 5.03)
H (1.06, 3.42, 5.76)
H (1.21, 2.46, 3.40)
H (2.12, 3.95, 3.88)
C (4.05, 1.28, -5.43)
C (4.09, 2.55, -4.70)
O (5.11, 2.38, -3.70)
C (4.83, 2.16, -2.47)
O (3.68, 1.86, -2.08)
C (5.96, 2.60, -1.48)
F (5.56, 2.20, -0.27)
F (7.12, 2.04, -1.80)
F (6.10, 3.86, -1.50)
H (3.49, 1.26, -6.36)
H (3.69, 0.45, -4.80)
H (5.10, 1.06, -5.65)
H (3.13, 2.73, -4.23)
H (4.32, 3.44, -5.29)
C (-2.57, -0.47, 6.03)
C (-1.57, -0.75, 4.94)
O (-0.34, -1.36, 5.53)
C (-0.05, -2.60, 5.05)
O (-0.54, -3.26, 4.22)
C (1.04, -3.23, 5.96)
F (2.16, -2.50, 6.23)
F (0.36, -3.44, 7.11)
F (1.41, -4.40, 5.47)
H (-2.76, -1.33, 6.68)
H (-3.53, -0.10, 5.64)
H (-2.22, 0.31, 6.74)
H (-1.21, 0.19, 4.42)
H (-1.97, -1.44, 4.21)
C (0.34, 3.77, -5.87)
C (-0.68, 4.44, -5.00)
O (-1.33, 3.40, -4.20)
C (-0.64, 2.76, -3.40)
O (0.50, 2.96, -2.95)
C (-1.36, 1.45, -2.88)
F (-1.68, 1.76, -1.59)
F (-2.45, 1.15, -3.58)
F (-0.46, 0.42, -2.94)
H (1.13, 3.14, -5.42)
H (0.87, 4.50, -6.48)
H (-0.23, 3.14, -6.57)
H (-1.38, 5.08, -5.51)
H (-0.10, 5.06, -4.31)
C (-0.45, -2.94, -4.89)
C (-0.79, -4.48, -4.70)
O (0.46, -5.28, -4.75)
C (1.36, -5.13, -3.83)
O (1.26, -4.60, -2.72)
C (2.65, -5.81, -4.18)
F (2.36, -7.09, -4.54)
F (3.20, -5.18, -5.21)
F (3.50, -5.85, -3.20)
H (-1.41, -2.37, -4.93)
H (0.11, -2.76, -5.79)
H (0.11, -2.52, -4.06)
H (-1.38, -4.86, -5.51)
H (-1.23, -4.55, -3.72)

---

# 3
Entry from OMol25: a structure of composition C28H35F3FeN4O3P2S (ωB97M-V/def2-TZVPD).

Results
- HOMO (spin up / spin down): -6.686 / -8.164 eV
- Total charge: 0
- HOMO-LUMO gap (spin up / spin down): 5.570 / 7.197 eV
- Multiplicity: 5

Cartesian coordinates (Å):
Fe (0.00, 1.79, -0.09)
C (-1.86, 1.86, -3.96)
C (-2.01, 0.55, -3.77)
C (-1.16, -0.52, -4.38)
C (0.37, -0.22, -4.47)
C (0.98, 0.55, -3.33)
C (0.82, 1.86, -3.06)
C (0.52, 2.82, -4.18)
C (-0.84, 2.48, -4.88)
C (0.65, 1.24, 2.12)
H (-2.57, 2.58, -3.54)
H (-2.97, 0.17, -3.40)
H (-1.49, -0.78, -5.40)
H (-1.29, -1.43, -3.77)
H (0.85, -1.21, -4.52)
H (0.57, 0.22, -5.46)
H (1.91, 0.05, -2.98)
H (1.21, 2.36, -2.13)
H (1.26, 2.76, -5.00)
H (0.48, 3.86, -3.82)
H (-1.26, 3.43, -5.23)
H (-0.64, 1.87, -5.78)
H (-0.23, 1.92, 2.41)
H (1.50, 1.86, 2.51)
H (0.42, 0.41, 2.84)
P (1.52, -0.04, 0.64)
P (-1.07, -1.04, 1.22)
N (2.88, 0.97, 0.04)
N (2.65, -1.30, 1.46)
N (-1.70, 0.48, 0.38)
N (-2.62, -1.81, 1.38)
C (0.92, -1.17, -0.70)
C (-0.46, -1.79, -0.37)
C (2.79, 2.36, 0.28)
C (3.93, 2.95, -0.23)
C (4.66, 1.97, -0.94)
C (3.99, 0.76, -0.79)
C (3.39, -1.05, 2.61)
C (4.09, -2.18, 3.00)
C (3.78, -3.20, 2.05)
C (2.87, -2.63, 1.15)
C (-1.76, 1.75, 1.03)
C (-2.33, 2.70, 0.14)
C (-2.87, 1.91, -0.92)
C (-2.47, 0.59, -0.76)
C (-3.79, -1.94, 0.61)
C (-4.75, -2.62, 1.35)
C (-4.18, -2.89, 2.64)
C (-2.89, -2.40, 2.63)
H (1.68, -1.89, -1.05)
H (0.77, -0.48, -1.54)
H (-1.12, -1.60, -1.25)
H (-0.35, -2.88, -0.21)
H (1.98, 2.80, 0.86)
H (4.20, 3.99, -0.10)
H (5.56, 2.17, -1.50)
H (4.27, -0.21, -1.19)
H (3.38, -0.09, 3.08)
H (4.71, -2.29, 3.88)
H (4.14, -4.22, 2.06)
H (2.36, -3.11, 0.33)
H (-1.83, 1.77, 2.10)
H (-2.54, 3.73, 0.38)
H (-3.56, 2.25, -1.67)
H (-2.71, -0.30, -1.33)
H (-3.84, -1.53, -0.38)
H (-5.73, -2.90, 0.98)
H (-4.65, -3.40, 3.47)
H (-2.09, -2.37, 3.35)
F (-0.40, -2.26, 7.22)
C (-0.46, -2.05, 5.88)
F (0.77, -2.20, 5.37)
F (-1.23, -3.07, 5.36)
S (-1.19, -0.37, 5.43)
O (-2.54, -0.42, 5.97)
O (-0.21, 0.56, 5.95)
O (-1.14, -0.48, 3.96)

---

# 4
Entry from OMol25: a structure of composition C28H35F3IrN4O3P2S (ωB97M-V/def2-TZVPD).

Results
- HOMO (spin up / spin down): -11.350 / -13.734 eV
- Total charge: +2
- Relative energy (zero: lowest compared OMol25 entry of this formula, charge and spin): 65.8 kJ/mol
- HOMO-LUMO gap (spin up / spin down): 4.876 / 4.550 eV
- Multiplicity: 6

Cartesian coordinates (Å):
Ir (-0.39, 1.51, -1.58)
C (-1.72, 1.94, -2.93)
C (-1.33, 0.51, -2.99)
C (-0.37, 0.01, -4.06)
C (0.98, 0.74, -4.01)
C (1.26, 1.27, -2.62)
C (1.01, 2.68, -2.24)
C (0.30, 3.59, -3.21)
C (-1.06, 3.02, -3.75)
C (1.23, 0.34, 1.41)
H (-2.76, 2.09, -2.63)
H (-2.12, -0.21, -2.72)
H (-0.83, 0.10, -5.05)
H (-0.21, -1.07, -3.90)
H (1.77, 0.01, -4.22)
H (1.06, 1.53, -4.76)
H (2.16, 0.84, -2.14)
H (1.74, 3.12, -1.55)
H (0.95, 3.85, -4.05)
H (0.08, 4.52, -2.68)
H (-1.78, 3.86, -3.72)
H (-0.98, 2.73, -4.80)
H (0.63, 0.87, 0.64)
H (1.88, 1.07, 1.91)
H (0.54, -0.10, 2.14)
P (2.13, -0.97, 0.62)
P (-1.54, -0.68, 0.64)
N (3.43, -0.12, -0.13)
N (2.82, -2.09, 1.61)
N (-3.06, 0.36, 0.08)
N (-2.62, -1.80, 1.35)
C (1.02, -1.62, -0.65)
C (-0.51, -1.86, -0.37)
C (3.64, 1.26, -0.08)
C (4.89, 1.55, -0.60)
C (5.47, 0.31, -1.01)
C (4.56, -0.70, -0.73)
C (3.52, -1.73, 2.79)
C (4.32, -2.80, 3.14)
C (4.15, -3.82, 2.15)
C (3.25, -3.37, 1.21)
C (-3.21, 1.70, 0.47)
C (-4.37, 2.22, -0.11)
C (-4.92, 1.20, -0.95)
C (-4.07, 0.10, -0.84)
C (-4.01, -1.92, 1.48)
C (-4.28, -2.92, 2.42)
C (-3.02, -3.42, 2.89)
C (-2.03, -2.71, 2.24)
H (1.48, -2.55, -1.01)
H (1.10, -0.91, -1.50)
H (-1.04, -1.94, -1.33)
H (-0.59, -2.83, 0.14)
H (2.88, 1.92, 0.31)
H (5.33, 2.53, -0.65)
H (6.45, 0.18, -1.45)
H (4.60, -1.77, -0.90)
H (3.32, -0.78, 3.26)
H (4.98, -2.83, 4.00)
H (4.66, -4.77, 2.13)
H (2.82, -3.82, 0.33)
H (-2.52, 2.15, 1.16)
H (-4.77, 3.21, 0.09)
H (-5.82, 1.26, -1.55)
H (-4.13, -0.87, -1.31)
H (-4.69, -1.30, 0.93)
H (-5.26, -3.23, 2.74)
H (-2.84, -4.21, 3.60)
H (-0.96, -2.75, 2.33)
F (-1.94, 0.39, 6.01)
C (-1.48, 1.32, 5.15)
F (-2.15, 2.48, 5.36)
F (-0.16, 1.53, 5.39)
S (-1.70, 0.74, 3.40)
O (-0.96, -0.53, 3.40)
O (-3.14, 0.60, 3.21)
O (-1.06, 1.80, 2.62)

---

# 5
Entry from OMol25: a structure of composition C28H35F4N4OPtS (ωB97M-V/def2-TZVPD).

Results
- HOMO: -9.727 eV
- Total charge: +1
- Relative energy (zero: lowest compared OMol25 entry of this formula, charge and spin): 1.5 kJ/mol
- HOMO-LUMO gap: 7.202 eV

Cartesian coordinates (Å):
Pt (-0.05, -0.18, 1.22)
C (-3.52, -0.08, 2.43)
C (-2.24, 0.04, 3.25)
N (-1.13, 0.84, 2.63)
C (-1.71, 2.13, 2.13)
C (-0.77, 3.15, 1.51)
C (-0.12, 1.06, 3.73)
C (1.21, 1.59, 3.20)
N (1.45, 0.91, 1.94)
C (2.64, 0.90, 1.30)
C (2.80, 0.05, 0.21)
F (1.72, -0.74, -0.14)
C (3.97, -0.10, -0.50)
F (4.01, -0.96, -1.52)
C (5.09, 0.64, -0.16)
C (4.97, 1.50, 0.92)
F (6.01, 2.24, 1.29)
C (3.79, 1.64, 1.63)
F (3.76, 2.53, 2.64)
H (-4.17, -0.80, 2.93)
H (-3.35, -0.41, 1.41)
H (-4.06, 0.86, 2.39)
H (-1.81, -0.93, 3.49)
H (-2.49, 0.52, 4.20)
H (-2.23, 2.57, 2.99)
H (-2.46, 1.85, 1.40)
H (-0.22, 3.73, 2.24)
H (-1.39, 3.85, 0.94)
H (-0.08, 2.68, 0.81)
H (0.02, 0.10, 4.20)
H (-0.55, 1.75, 4.47)
H (1.97, 1.36, 3.94)
H (1.19, 2.67, 3.09)
H (6.02, 0.55, -0.71)
N (-1.47, -1.65, 0.63)
S (-1.16, -3.02, -0.16)
C (-1.02, -2.67, -1.89)
C (-1.54, -3.63, -2.75)
C (-1.43, -3.43, -4.12)
C (-0.82, -2.29, -4.61)
C (-0.32, -1.33, -3.73)
C (-0.42, -1.51, -2.36)
C (0.52, -3.48, 0.25)
C (1.45, -3.84, -0.72)
C (2.74, -4.16, -0.33)
C (3.09, -4.13, 1.01)
C (2.15, -3.79, 1.97)
C (0.86, -3.47, 1.60)
H (-2.28, -1.84, 1.20)
H (-2.03, -4.51, -2.36)
H (-1.83, -4.17, -4.80)
H (-0.74, -2.14, -5.68)
H (0.15, -0.43, -4.12)
H (-0.04, -0.76, -1.68)
H (1.19, -3.83, -1.77)
H (3.47, -4.43, -1.08)
H (4.10, -4.37, 1.31)
H (2.42, -3.77, 3.02)
H (0.12, -3.20, 2.34)
C (-0.09, 3.57, -2.69)
N (-1.35, 2.84, -2.61)
C (-2.54, 3.37, -3.26)
C (-1.40, 1.76, -1.81)
C (-2.71, 1.03, -1.68)
O (-0.39, 1.39, -1.19)
H (-0.16, 4.30, -3.49)
H (0.72, 2.88, -2.90)
H (0.13, 4.08, -1.76)
H (-2.24, 4.15, -3.96)
H (-3.24, 3.81, -2.55)
H (-3.06, 2.60, -3.83)
H (-3.48, 1.69, -1.27)
H (-2.56, 0.18, -1.01)
H (-3.07, 0.68, -2.65)

---

# 6
Entry from OMol25: an isolated molecule of C28H35N3O4 (ωB97M-V/def2-TZVPD).

Results
- HOMO: -7.730 eV
- Structure (SMILES): COc1ccc(CCNC(=O)C2CCN(Cc3nc(-c4ccccc4C)oc3C)CC2)cc1OC
- Total charge: 0
- Relative energy (zero: lowest compared OMol25 entry of this formula, charge and spin): 10.0 kJ/mol
- HOMO-LUMO gap: 8.390 eV

Cartesian coordinates (Å):
C (-4.08, 2.12, -0.20)
O (-3.05, 1.38, 0.40)
C (-2.82, 0.11, -0.04)
C (-3.48, -0.50, -1.09)
C (-3.20, -1.81, -1.43)
C (-2.27, -2.55, -0.72)
C (-2.09, -4.02, -1.04)
C (-0.72, -4.61, -0.70)
N (0.35, -4.01, -1.46)
C (1.32, -3.23, -0.92)
O (1.38, -2.99, 0.26)
C (2.36, -2.77, -1.95)
C (1.74, -1.95, -3.09)
C (1.32, -0.56, -2.59)
N (2.50, 0.12, -2.10)
C (2.34, 1.55, -1.94)
C (1.30, 1.98, -0.95)
N (1.59, 2.11, 0.38)
C (0.48, 2.50, 0.95)
C (0.24, 2.78, 2.35)
C (-1.07, 3.01, 2.76)
C (-1.36, 3.27, 4.08)
C (-0.34, 3.31, 5.01)
C (0.97, 3.08, 4.62)
C (1.29, 2.80, 3.29)
C (2.70, 2.54, 2.90)
O (-0.53, 2.64, 0.07)
C (-0.01, 2.30, -1.14)
C (-0.89, 2.34, -2.34)
C (2.99, -0.55, -0.90)
C (3.47, -1.95, -1.28)
C (-1.58, -1.93, 0.31)
C (-1.82, -0.61, 0.65)
O (-1.17, 0.06, 1.64)
C (-0.18, -0.63, 2.38)
H (-4.11, 3.07, 0.32)
H (-5.05, 1.62, -0.09)
H (-3.88, 2.30, -1.26)
H (-4.23, 0.04, -1.65)
H (-3.74, -2.27, -2.25)
H (-2.84, -4.59, -0.49)
H (-2.29, -4.17, -2.11)
H (-0.74, -5.69, -0.91)
H (-0.48, -4.47, 0.35)
H (0.34, -4.16, -2.46)
H (2.79, -3.68, -2.37)
H (0.88, -2.45, -3.53)
H (2.50, -1.82, -3.86)
H (0.91, 0.01, -3.43)
H (0.54, -0.67, -1.82)
H (2.09, 1.96, -2.92)
H (3.30, 1.95, -1.62)
H (-1.86, 2.95, 2.02)
H (-2.38, 3.45, 4.39)
H (-0.55, 3.52, 6.05)
H (1.76, 3.10, 5.35)
H (2.80, 1.54, 2.48)
H (3.36, 2.64, 3.76)
H (3.02, 3.23, 2.12)
H (-0.28, 2.41, -3.24)
H (-1.50, 1.44, -2.39)
H (-1.55, 3.21, -2.28)
H (3.82, 0.02, -0.50)
H (2.21, -0.62, -0.13)
H (3.80, -2.47, -0.37)
H (4.31, -1.87, -1.97)
H (-0.84, -2.48, 0.86)
H (0.24, 0.11, 3.05)
H (-0.62, -1.45, 2.96)
H (0.60, -1.03, 1.73)

---

M across the listed records, respectively: 578.5, 1141.5, 682.5, 818.8, 746.8, 477.6 g mol⁻¹.
Largest force on an atom across the listed records, respectively: 6.42, 6.09, 4.35, 7.14, 0.46, 1.09 eV/A.